# H8O4

A cluster of 4 separate species, H8O4 in total at a distorted geometry (ωB97M-V/def2-TZVPD, the Open Molecules 2025 dataset).

```
12
Properties=species:S:1:pos:R:3:forces:R:3
O -17.347000 -1.674000 -17.934000 -0.526 0.373 0.390
H -17.864000 -1.546000 -17.116000 0.290 0.018 -0.463
H -16.790000 -2.435000 -17.777000 0.134 -0.229 0.016
O -17.891000 0.688000 -16.048000 -1.538 -0.077 1.102
H -17.057000 0.286000 -15.915000 1.367 -0.376 0.031
H -17.879000 1.126000 -16.888000 0.203 0.423 -1.036
O -18.035000 1.270000 -18.776000 -0.075 0.079 2.591
H -18.088000 1.878000 -19.478000 0.090 0.166 -1.738
H -17.976000 0.336000 -18.941000 0.088 -0.414 -0.967
O -17.463000 4.400000 -18.258000 0.184 0.090 -0.342
H -17.501000 4.719000 -17.354000 -0.139 -0.094 0.096
H -18.237000 3.848000 -18.393000 -0.079 0.041 0.320
```
Positions in Å, forces in eV/Å.

Summary:
LUMO, eV: 0.6382
HOMO-LUMO gap, Eh: 0.434
HOMO level, eV: -11.2
SMILES string: O.O.O.O
Energy relative to the best compared isomer or geometry (same formula, charge and spin), kJ/mol: 90.5